# C50H123AsF6N5O26

A molecular structure, C50H123AsF6N5O26 (wB97M-V/def2-TZVPD, the Open Molecules 2025 dataset).

HOMO level: -6.52 eV
total charge: -1
gap between HOMO and LUMO: 0.3135 Eh

CARTESIAN COORDINATES (ANGSTROEM)
As -0.479 -0.660 -0.583
F 0.091 0.561 0.500
F -0.471 0.438 -1.923
F -1.121 -1.932 -1.621
F -0.578 -1.822 0.718
F -2.130 -0.136 -0.254
F 1.126 -1.205 -0.914
C -0.949 -4.108 3.765
C -0.613 -3.624 5.159
O -1.373 -2.442 5.469
C -2.608 -2.606 5.942
O -3.049 -3.566 6.518
O -3.256 -1.469 5.713
C -4.594 -1.318 6.127
H -0.403 -5.007 3.494
H -0.848 -3.302 3.035
H -2.029 -4.299 3.742
H 0.418 -3.281 5.245
H -0.804 -4.382 5.918
H -5.280 -1.865 5.474
H -4.877 -0.273 6.035
H -4.750 -1.670 7.147
C 1.800 3.473 -0.837
C 3.288 3.571 -1.098
O 3.673 4.952 -1.213
C 3.491 5.521 -2.398
O 3.124 4.969 -3.402
O 3.801 6.821 -2.276
C 3.458 7.601 -3.408
H 1.284 4.032 -1.618
H 1.558 3.926 0.123
H 1.459 2.438 -0.855
H 3.674 3.013 -1.951
H 3.858 3.201 -0.245
H 2.373 7.676 -3.528
H 3.829 7.209 -4.354
H 3.825 8.611 -3.246
C -4.605 -9.484 -0.709
C -4.297 -8.450 -1.769
O -3.235 -7.565 -1.387
C -3.531 -6.588 -0.537
O -4.614 -6.391 -0.039
O -2.439 -5.873 -0.312
C -2.609 -4.640 0.368
H -4.885 -8.959 0.208
H -3.739 -10.104 -0.476
H -5.468 -10.094 -0.970
H -5.185 -7.859 -1.993
H -3.887 -8.892 -2.675
H -3.416 -4.006 -0.005
H -1.700 -4.052 0.272
H -2.818 -4.824 1.423
C 8.859 0.637 -2.810
C 7.442 0.346 -3.288
O 6.499 0.870 -2.368
C 5.702 0.029 -1.718
O 5.644 -1.164 -1.884
O 4.972 0.734 -0.863
C 3.915 0.098 -0.171
H 9.030 1.714 -2.857
H 9.574 0.129 -3.454
H 8.935 0.328 -1.769
H 7.316 -0.733 -3.391
H 7.234 0.747 -4.280
H 3.859 -0.968 -0.370
H 2.954 0.531 -0.460
H 3.972 0.330 0.893
C -5.557 6.333 6.209
O -5.041 5.042 5.954
C -6.037 4.061 5.832
C -5.376 2.742 5.493
N -4.647 2.847 4.250
C -3.942 1.607 3.888
C -2.984 1.961 2.754
O -1.906 2.737 3.258
C -0.873 1.955 3.806
H -5.971 6.736 5.277
H -4.739 6.970 6.533
H -6.346 6.287 6.967
H -6.782 4.256 5.048
H -6.585 3.986 6.783
H -6.157 1.978 5.394
H -4.750 2.397 6.336
H -4.004 3.628 4.284
H -4.757 0.912 3.663
H -3.427 1.166 4.754
H -3.471 2.574 2.000
H -2.623 1.031 2.304
H -0.395 1.315 3.056
H -1.206 1.347 4.656
H -0.097 2.618 4.194
C 1.716 -0.834 3.185
O 2.548 -0.315 4.200
C 2.524 -1.021 5.426
C 1.385 -0.555 6.315
N 1.743 0.750 6.850
C 0.642 1.426 7.508
C 0.924 2.908 7.671
O 1.359 3.448 6.452
C 1.735 4.795 6.570
H 2.145 -1.739 2.747
H 1.608 -0.087 2.395
H 0.675 -0.905 3.527
H 3.499 -0.795 5.859
H 2.486 -2.110 5.280
H 1.155 -1.249 7.128
H 0.467 -0.498 5.706
H 2.094 1.342 6.107
H 0.435 0.985 8.489
H -0.298 1.286 6.944
H 1.706 2.994 8.445
H 0.051 3.411 8.106
H 2.642 4.938 7.172
H 0.919 5.441 6.895
H 2.077 5.114 5.580
C 2.156 -3.958 -0.012
O 2.943 -5.128 0.019
C 2.300 -6.228 0.635
C 3.357 -7.119 1.233
N 4.068 -7.894 0.217
C 5.102 -8.745 0.778
C 6.480 -8.088 0.811
O 6.850 -7.826 -0.537
C 8.239 -7.573 -0.674
H 1.676 -3.756 0.951
H 1.364 -4.078 -0.761
H 2.753 -3.104 -0.320
H 1.662 -6.728 -0.104
H 1.626 -5.859 1.422
H 2.969 -7.799 1.993
H 4.034 -6.412 1.744
H 4.458 -7.249 -0.460
H 5.158 -9.682 0.217
H 4.870 -9.038 1.806
H 7.168 -8.780 1.311
H 6.426 -7.113 1.307
H 8.389 -7.311 -1.716
H 8.823 -8.413 -0.285
H 8.525 -6.721 -0.039
C -0.517 1.443 -10.544
O -0.474 2.455 -9.563
C 0.096 1.994 -8.336
C -0.010 3.146 -7.366
N 0.248 2.764 -5.993
C 1.651 2.496 -5.648
C 1.808 1.504 -4.505
O 2.038 0.209 -5.014
C 2.439 -0.655 -3.966
H -0.996 0.561 -10.106
H 0.481 1.186 -10.922
H -1.085 1.837 -11.385
H 1.152 1.781 -8.541
H -0.470 1.124 -7.999
H -1.047 3.504 -7.408
H 0.529 4.047 -7.698
H -0.087 3.450 -5.321
H 2.196 3.417 -5.408
H 2.136 2.072 -6.529
H 0.925 1.481 -3.855
H 2.626 1.875 -3.866
H 1.759 -0.582 -3.112
H 3.466 -0.431 -3.652
H 2.418 -1.685 -4.322
C -3.225 7.494 -2.586
O -2.386 7.190 -3.676
C -2.917 6.258 -4.585
C -2.799 4.827 -4.096
N -1.393 4.539 -3.759
C -1.341 3.285 -3.000
C -1.807 3.414 -1.549
O -1.301 4.597 -0.986
C -1.669 4.737 0.362
H -4.271 7.640 -2.871
H -2.839 8.410 -2.139
H -3.162 6.711 -1.820
H -2.377 6.368 -5.530
H -3.951 6.486 -4.886
H -3.093 4.134 -4.889
H -3.476 4.630 -3.255
H -1.065 5.328 -3.212
H -0.293 2.972 -3.010
H -1.923 2.517 -3.509
H -1.498 2.524 -0.989
H -2.907 3.360 -1.550
H -2.758 4.824 0.463
H -1.264 5.682 0.739
H -1.232 3.973 1.013
C -3.694 -1.540 2.298
O -4.197 -1.121 1.051
H -3.532 -2.624 2.304
H -2.753 -1.041 2.554
H -4.407 -1.268 3.078
H -3.423 -0.902 0.506
C -1.756 -0.033 -5.201
O -2.158 1.234 -5.706
H -1.110 -0.568 -5.902
H -1.251 0.074 -4.237
H -2.658 -0.622 -5.037
H -1.359 1.798 -5.718
C -4.462 0.848 -2.332
O -4.969 2.057 -2.903
H -5.200 0.045 -2.420
H -3.517 0.588 -2.798
H -4.339 0.967 -1.252
H -5.549 2.472 -2.261
C -0.192 -4.822 -3.257
O -0.269 -3.497 -3.745
H -0.178 -5.454 -4.143
H 0.730 -4.994 -2.686
H -1.012 -5.108 -2.591
H -0.435 -2.887 -3.011

Atoms 1-6, force components in eV/Å:
As -0.74 -0.66 -0.20
F 0.14 0.01 -0.04
F 0.32 -0.12 0.17
F 0.05 0.43 0.15
F -0.03 0.31 0.19
F 0.46 -0.03 -0.05

# C50H124N4O14

14 unconnected molecules or ions with the total composition C50H124N4O14 (wB97M-V/def2-TZVPD, the Open Molecules 2025 dataset).

energy relative to the best compared isomer or geometry (same formula, charge and spin): 4.811 eV
HOMO level: -8.11 eV
total charge: 0
gap between HOMO and LUMO: 0.2835 Eh

CARTESIAN COORDINATES (ANGSTROEM)
C 2.619 -2.327 2.906
C 3.071 -1.575 4.237
O 2.887 -2.328 5.436
H 1.722 -2.932 3.038
H 3.372 -3.065 2.632
H 2.454 -1.619 2.094
H 2.527 -0.656 4.458
H 4.102 -1.226 4.179
H 2.250 -1.940 6.040
C -3.301 -2.961 -2.739
C -4.166 -1.748 -2.599
O -5.265 -1.662 -3.556
H -2.391 -2.908 -2.142
H -3.025 -3.170 -3.773
H -3.762 -3.907 -2.454
H -3.534 -0.906 -2.879
H -4.416 -1.760 -1.538
H -5.932 -1.133 -3.113
C 4.152 -0.316 0.160
C 5.326 -0.726 1.051
O 6.364 0.139 0.812
H 3.409 -1.102 0.298
H 4.334 -0.256 -0.913
H 3.731 0.628 0.507
H 5.651 -1.766 1.038
H 5.070 -0.509 2.088
H 7.185 -0.255 1.118
C -5.300 2.665 2.387
C -6.129 3.727 3.019
O -7.449 3.780 2.542
H -4.996 2.744 1.343
H -5.882 1.743 2.387
H -4.389 2.414 2.931
H -5.688 4.713 2.876
H -6.228 3.572 4.093
H -8.098 3.315 3.075
C 1.281 6.743 0.357
C -0.077 7.332 0.034
O -0.156 7.693 -1.301
H 2.091 7.359 -0.034
H 1.464 5.779 -0.120
H 1.444 6.569 1.421
H -0.338 8.209 0.627
H -0.812 6.593 0.350
H 0.573 8.280 -1.513
C -2.688 0.926 5.785
C -3.646 0.869 7.006
O -3.741 -0.456 7.433
H -2.263 1.876 5.462
H -3.203 0.666 4.860
H -1.818 0.271 5.827
H -4.631 1.293 6.810
H -3.251 1.388 7.878
H -4.489 -0.407 8.033
C -4.020 5.323 -1.277
C -3.047 6.018 -2.239
O -1.756 5.478 -2.148
H -4.057 4.254 -1.487
H -5.039 5.705 -1.323
H -3.771 5.404 -0.219
H -2.906 7.089 -2.097
H -3.199 5.856 -3.306
H -1.216 6.184 -1.784
O 2.129 2.074 3.689
H 1.704 1.738 4.478
H 3.044 1.807 3.777
O -1.770 2.841 2.821
H -1.064 3.275 3.300
H -1.323 2.328 2.148
O 0.494 4.048 4.209
H 1.163 3.424 3.926
H 0.301 3.799 5.113
C -5.295 -3.260 2.201
C -4.608 -4.584 1.836
C -4.039 -4.478 0.357
C -2.917 -5.494 0.086
C -1.860 -5.410 1.179
C -2.376 -5.817 2.543
N -3.520 -4.905 2.821
O -4.012 -5.039 4.136
C -2.771 -7.334 2.483
C -1.180 -5.646 3.528
C -5.687 -5.672 1.838
H -6.262 -3.101 1.723
H -4.618 -2.421 2.038
H -5.524 -3.192 3.265
H -4.775 -4.588 -0.439
H -3.649 -3.483 0.138
H -2.440 -5.342 -0.882
H -3.335 -6.474 -0.146
H -1.431 -4.409 1.198
H -1.032 -6.010 0.803
H -2.076 -7.915 1.876
H -2.933 -7.681 3.503
H -3.667 -7.665 1.959
H -0.766 -4.639 3.582
H -1.329 -6.041 4.533
H -0.396 -6.292 3.135
H -6.648 -5.337 1.448
H -5.913 -6.200 2.764
H -5.385 -6.479 1.170
H -3.990 -4.133 4.453
C -0.901 -0.482 2.677
C -1.001 -0.174 1.168
C -2.487 0.232 0.811
C -2.568 0.805 -0.600
C -1.695 2.010 -0.679
C -0.240 1.818 -0.373
N -0.118 0.981 0.903
O 1.239 0.749 1.211
C 0.441 1.162 -1.600
C 0.331 3.238 -0.093
C -0.537 -1.466 0.374
H -1.654 -1.212 2.973
H -0.968 0.360 3.366
H 0.034 -1.019 2.834
H -2.987 -0.737 0.798
H -2.909 0.922 1.541
H -3.578 1.136 -0.843
H -2.362 -0.036 -1.262
H -2.152 2.850 -0.156
H -1.708 2.260 -1.740
H 0.435 1.830 -2.461
H 1.495 0.891 -1.526
H -0.070 0.253 -1.916
H 1.287 3.116 0.415
H 0.513 3.875 -0.959
H -0.222 3.759 0.688
H -1.279 -2.249 0.533
H 0.348 -1.990 0.736
H -0.300 -1.366 -0.685
H 1.305 1.269 2.015
C 2.475 -4.884 -6.467
C 2.833 -4.694 -4.960
C 3.130 -3.169 -4.744
C 2.916 -2.617 -3.242
C 1.468 -3.025 -2.870
C 1.283 -4.568 -2.892
N 1.606 -5.154 -4.193
O 1.354 -6.562 -4.379
C 2.085 -5.125 -1.724
C -0.205 -4.912 -2.435
C 4.074 -5.579 -4.690
H 3.136 -4.250 -7.059
H 1.449 -4.686 -6.778
H 2.537 -5.904 -6.848
H 4.211 -3.044 -4.806
H 2.587 -2.555 -5.463
H 2.989 -1.530 -3.211
H 3.691 -3.061 -2.617
H 0.828 -2.538 -3.606
H 1.249 -2.604 -1.889
H 2.012 -6.206 -1.843
H 3.146 -4.894 -1.819
H 1.709 -4.735 -0.778
H -0.343 -5.992 -2.380
H -0.466 -4.346 -1.540
H -0.908 -4.572 -3.197
H 4.010 -6.581 -5.116
H 4.210 -5.667 -3.613
H 4.959 -5.130 -5.141
H 0.608 -6.537 -4.982
C 4.492 6.109 -4.566
C 3.995 5.271 -3.374
C 3.818 3.824 -3.987
C 3.714 2.719 -2.885
C 4.884 2.861 -1.911
C 5.036 4.240 -1.239
N 5.053 5.253 -2.347
O 5.408 6.563 -1.916
C 3.983 4.401 -0.171
C 6.386 4.196 -0.505
C 2.582 5.715 -2.939
H 3.855 6.003 -5.444
H 5.515 5.935 -4.900
H 4.482 7.177 -4.348
H 3.000 3.832 -4.708
H 4.678 3.603 -4.619
H 3.564 1.713 -3.277
H 2.720 2.756 -2.440
H 5.823 2.525 -2.350
H 4.640 2.130 -1.140
H 2.953 4.214 -0.474
H 4.193 3.726 0.658
H 3.911 5.387 0.289
H 7.218 4.146 -1.207
H 6.529 5.045 0.163
H 6.589 3.247 -0.008
H 2.667 6.665 -2.412
H 2.103 5.002 -2.267
H 1.989 5.979 -3.815
H 4.646 6.831 -1.397

Atoms 1-6, force components in eV/Å:
C 0.50 0.35 1.48
C -1.15 0.03 -0.11
O 0.63 -0.96 -0.19
H -0.24 0.35 0.33
H 0.26 0.22 -0.10
H 0.09 0.02 0.10

# C50H27AsBrI4N5O2PbS4

A molecular structure, C50H27AsBrI4N5O2PbS4 (wB97M-V/def2-TZVPD, the Open Molecules 2025 dataset).

energy relative to the best compared isomer or geometry (same formula, charge and spin): 0.664 eV
HOMO level (alpha / beta): -2.57 / -2.57 eV
total charge: -2
gap between HOMO and LUMO (alpha / beta): 0.1830 / 0.1830 Eh

CARTESIAN COORDINATES (ANGSTROEM)
Pb -0.150 0.255 -0.058
I -0.118 5.391 -7.295
C -0.337 3.649 -6.194
C 0.259 3.592 -4.937
C 0.206 2.478 -4.165
C -0.628 1.430 -4.595
C -1.138 1.479 -5.912
C -1.125 2.619 -6.669
C -0.608 0.277 -3.658
C 0.641 -0.270 -3.259
C 1.817 -0.332 -4.148
C 2.865 -0.658 -3.389
C 2.361 -0.951 -2.059
C 3.101 -1.278 -0.940
C 4.644 -1.267 -1.094
C 5.382 -2.398 -0.696
C 6.714 -2.297 -0.804
C 7.306 -1.154 -1.277
I 9.382 -0.819 -0.923
C 6.591 0.022 -1.622
C 5.207 -0.082 -1.501
C 2.600 -1.510 0.386
N 1.285 -1.475 0.769
C 1.218 -1.532 2.084
C 0.053 -1.491 2.901
C 0.222 -1.668 4.402
C 0.402 -2.807 5.154
C 0.496 -2.787 6.544
C 0.305 -1.574 7.151
I 0.081 -1.585 9.249
C 0.183 -0.359 6.503
C 0.160 -0.447 5.126
C -1.199 -1.543 2.402
C -2.380 -1.827 3.201
C -3.457 -1.786 2.317
C -2.881 -1.421 1.016
N -1.535 -1.357 1.064
C -3.635 -1.189 -0.151
C -3.111 -0.692 -1.370
C -3.952 -0.314 -2.519
C -3.171 0.261 -3.417
C -1.802 0.049 -2.953
N -1.791 -0.530 -1.686
C -5.110 -1.509 -0.055
C -5.483 -2.888 -0.056
C -6.830 -3.250 -0.099
C -7.782 -2.255 -0.097
I -9.829 -2.760 -0.224
C -7.432 -0.871 -0.011
C -6.085 -0.503 -0.007
C 2.529 -1.666 2.643
C 3.380 -1.604 1.611
N 1.050 -0.651 -2.057
H 0.743 4.454 -4.466
H 0.584 2.437 -3.154
H -1.766 0.613 -6.181
H -1.696 2.798 -7.533
H 1.770 -0.039 -5.173
H 3.899 -0.730 -3.706
H 4.854 -3.213 -0.293
H 7.332 -3.141 -0.653
H 7.093 0.941 -1.776
H 4.595 0.861 -1.544
H 0.403 -3.781 4.691
H 0.697 -3.683 7.056
H 0.005 0.603 7.023
H 0.007 0.494 4.624
H -2.600 -1.981 4.293
H -4.516 -1.878 2.463
H -5.044 -0.458 -2.488
H -3.595 0.702 -4.289
H -4.738 -3.670 0.036
H -7.058 -4.305 0.108
H -8.259 -0.124 -0.115
H -5.854 0.521 0.025
H 2.608 -1.612 3.711
H 4.452 -1.831 1.655
S -8.432 6.024 -2.107
As -6.437 5.831 -1.273
S -6.112 3.588 -0.331
S -4.250 3.860 -1.240
S -5.015 4.894 -2.904
Br 1.402 3.005 4.826
C 2.738 2.514 3.499
C 3.877 2.030 4.009
C 4.855 1.586 3.122
C 4.614 1.734 1.728
C 3.350 2.184 1.305
N 2.437 2.589 2.193
C 3.053 2.482 -0.169
O 3.952 3.205 -0.675
O 2.047 1.925 -0.618
H 4.043 1.868 5.073
H 5.699 1.064 3.584
H 5.393 1.489 1.041

Atoms 1-6, force components in eV/Å:
Pb 0.40 0.19 -0.71
I -0.06 0.33 -0.24
C 0.02 0.41 0.72
C 0.85 1.56 -0.05
C -1.84 -0.96 0.20
C 2.14 -0.47 -1.54